(1)
An isolated molecule of C3H9NO4 in a non-equilibrium geometry, computed with ωB97M-V/def2-TZVPD.

```
17
Properties=species:S:1:pos:R:3
H 1.5913 1.4199 -0.5264
H -0.8111 1.6078 1.2458
O -1.0635 -1.4540 0.5285
H 0.5916 -0.8605 -1.5284
N -1.2925 0.7076 1.2224
H 1.1856 -0.4109 1.5569
O -0.2063 -0.5558 -2.0849
C -0.6359 -0.1473 0.2838
H -1.9788 0.1771 -1.3954
C -0.9093 0.2798 -1.1789
C 1.0653 -0.1072 0.5084
H -1.9146 -1.5449 0.0661
H 2.7244 -1.0728 0.3111
H -0.6158 1.3236 -1.3419
O 1.9470 -0.9133 -0.2507
H -1.2061 0.3146 2.1574
O 1.5288 1.2365 0.4262
```

Computed properties:
HOMO   -9.75 eV
Strongest force on any atom   0.0480 hartree/bohr
Orbital gap   10.33 eV
Spin multiplicity   1
Energy relative to the best compared isomer or geometry (same formula, charge and spin)   124.9 kJ/mol
Electronic energy   -12936.110 eV
Total charge   0
LUMO   0.5842 eV
SMILES   N[C@@](O)(CO)C(O)O

***

(2)
C20H41KO15S4 as an isolated structure in a non-equilibrium geometry, computed with ωB97M-V/def2-TZVPD.

```
81
Properties=species:S:1:pos:R:3
H 3.2714 5.1340 -2.0741
O -3.2568 -2.5802 -3.5008
O 6.0147 4.0961 0.7461
H -4.5470 -3.5524 -1.4670
H 3.8526 3.0682 -3.2977
O -0.7449 6.3504 1.5190
H -2.5177 -2.5563 6.1252
H 1.6268 0.9870 -1.2465
H -4.1395 -1.9085 -0.8993
H 3.2366 1.5299 -2.7065
C 5.2722 1.9709 -2.1466
H -0.6504 -2.4196 0.6869
H 4.3171 1.1336 0.7289
H -3.6763 -1.6135 5.1417
O -0.4442 -1.6370 4.0031
O -2.9207 -3.6709 0.4727
H 2.6731 6.4551 -1.1171
H -1.3221 -3.9137 -2.4993
S -4.6494 -1.9079 -3.1351
C 1.7569 4.5995 -0.6228
H -2.4813 0.6147 3.2655
C -0.2649 0.0802 -0.8475
O 6.8516 1.8540 0.1357
H -0.8339 1.0135 -0.8854
H -2.2292 -1.3966 -2.0703
H -0.6478 -7.3978 1.3050
C -2.2662 -0.0885 2.4588
H -1.7910 -1.1338 -3.7064
C 1.1702 0.3718 -0.4318
C -4.8323 -2.5056 -1.4822
C -1.8194 -5.6961 1.0224
C 4.1190 2.0288 -3.1102
H -1.2031 -0.0388 2.2163
C -0.5987 -3.4991 0.7980
H -0.7985 3.5156 0.9935
C 0.6369 -5.5844 1.1178
H 3.7885 5.3510 -0.3854
C -2.6371 -1.7286 5.4282
O -1.9546 -3.5737 3.7291
O -4.4557 -0.4981 -3.0843
O -5.6005 -2.4758 -4.0078
S -1.7638 -2.1873 3.9671
H 1.5165 -3.6126 1.0398
H -5.8521 -2.4063 -1.1234
H -2.2643 4.2760 0.1846
K 2.0434 -0.7131 2.7830
H 6.2230 2.2901 -2.5757
O 1.6946 -6.1656 1.1730
C 0.5511 -4.1040 0.9974
H -0.7633 -0.5563 -0.1069
H 1.7575 -0.5885 -0.5274
H 4.3633 1.5230 -4.0434
C -1.8907 -4.2364 0.7454
S -0.3819 5.6855 0.3218
H 3.6267 2.6813 1.1409
H 1.8757 3.5264 -0.4396
H 4.7849 1.8362 2.3259
C 4.4922 2.0467 1.3068
H -3.0238 -0.6113 0.5120
O 1.1058 5.1721 0.5286
H -2.2057 -0.8281 5.8536
H -2.7610 -6.2294 0.9501
H -0.3409 -0.4274 -1.8159
O 1.2931 0.9588 0.7854
H -0.1248 -2.5669 -2.3336
H -0.8531 3.6674 -0.7511
C -1.1907 4.1182 0.1778
O -2.5964 -1.4491 2.8597
H -0.6267 -3.2340 -3.8831
H 1.0564 4.5761 -1.4670
C -2.0747 -1.9310 -3.0149
O -0.4731 6.3517 -0.9366
O 4.9664 2.8835 -1.0503
C 2.9408 5.3962 -1.0712
H -2.7603 1.1332 0.7628
C -0.6534 -6.3228 1.1773
S 5.7698 2.7708 0.2990
H -4.1586 0.2639 1.4831
H 5.4749 0.9751 -1.7468
C -3.0990 0.2105 1.2252
C -0.9820 -2.9496 -2.8833
```

Computed properties:
HOMO   -7.80 eV
Strongest force on any atom   0.0342 hartree/bohr
Orbital gap   5.93 eV
Spin multiplicity   1
Electronic energy   -111779.970 eV
Total charge   0
LUMO   -1.8719 eV

***

(3)
C44H52N7O2PRh as an isolated structure in a non-equilibrium geometry, computed with ωB97M-V/def2-TZVPD.

```
107
Properties=species:S:1:pos:R:3
H 2.7149 -2.4643 0.5259
H 0.2054 3.1779 -5.9491
H 1.5953 -1.2854 4.2976
C -3.6862 3.5056 1.7565
C -4.6176 -1.6972 -0.4792
C 4.8244 -0.0075 -0.7527
C -0.0858 -3.2269 -1.1111
H 3.9592 -0.6188 3.7243
H 0.5717 -6.4913 -0.9994
N 0.7029 -2.8380 0.0586
H 0.2692 4.4248 2.9496
H 2.2248 -1.9937 -1.1024
C -3.4749 -0.8674 -0.4685
H 2.7300 2.3093 -3.4413
H 2.3241 2.7669 -1.7681
C -3.6261 -3.0075 1.2771
H 0.8414 0.0706 -1.5004
H 2.4419 -2.2838 3.1110
C -1.3360 1.8538 -2.6462
H -0.1125 3.3391 -1.6846
C -3.3943 0.2331 -1.3490
H -1.2505 1.6736 4.7957
H 1.2058 -1.1248 2.5763
C 3.6369 -0.1074 1.7203
H 2.1188 -5.3555 -2.4174
Rh -0.7158 -0.0068 0.4041
H -6.3851 -0.0680 -2.8913
C 0.5722 -3.8847 1.0699
H 3.6075 1.7914 3.7065
C -0.2261 2.8096 -5.0263
C 2.8862 0.6801 -2.0378
C -2.6043 2.6491 -0.2344
H -1.3615 1.2628 -5.9871
C 2.4282 -5.0570 0.1656
N 1.0292 -5.1967 0.5810
H -4.0170 3.3515 2.7770
H 0.0162 -2.4552 -1.8766
H -6.5398 -2.0182 -1.4122
C -0.4265 2.9135 -2.6332
H 1.6108 -0.9346 -2.7235
C -3.4879 4.9011 -0.1810
C 0.2357 -5.5266 -0.6083
C 2.0122 -1.2933 3.2861
H 0.8271 4.2107 -3.7848
C 0.1148 3.3954 -3.8142
N -0.6515 0.5028 2.5749
C -0.3202 1.7148 2.8587
C 2.8615 0.3486 0.6196
H 1.8816 -3.6325 -2.7839
C 2.7622 1.1035 3.7880
H -4.4009 5.5323 1.6561
H -1.8901 -0.8023 3.0460
C -2.4963 -2.1536 1.2930
O -1.4614 -0.0989 3.5530
N 1.3445 2.0524 1.0513
H -0.4783 -3.9750 1.3517
N 2.6080 -4.0380 -0.8672
C -5.6590 -1.3853 -1.3867
C 1.7725 -4.3995 -2.0137
H -1.6840 -2.3878 1.9785
C 2.9882 2.1681 -2.3875
C 0.4547 2.5381 1.9258
H -2.5512 4.0221 -1.8882
H 0.0780 2.8414 4.6325
C -4.4295 0.5338 -2.1944
P -1.8420 1.1571 -1.0355
H 1.9053 1.5768 3.3151
H -4.3822 1.4025 -2.8414
H -5.5320 -3.4499 0.4178
N 1.4997 0.6944 0.9490
C -5.5698 -0.2971 -2.2150
C 3.1109 -0.2379 3.1458
H -2.3259 0.4094 -3.8878
O 2.0454 2.8350 0.3396
C 0.2132 4.0223 1.9367
H 4.0094 2.5243 -2.2295
C 5.5828 -0.4105 0.3236
H -0.7742 4.2752 1.5322
C -3.0342 2.4848 1.0848
H 1.1542 -3.6112 1.9505
C -4.6678 -2.7953 0.4185
H -3.6621 -3.8483 1.9624
C -3.9060 4.7259 1.1284
H 5.2897 0.0170 -1.7321
H -3.6584 5.8459 -0.6834
N 0.3542 -4.5191 -1.6646
H 1.0296 0.6646 -3.1457
H 2.5380 0.9611 4.8496
H -0.8145 -5.6110 -0.3185
C -1.6572 1.2607 -3.8647
C 3.4739 0.3515 -0.6585
H -1.1371 -3.2929 -0.8256
C 4.9686 -0.4733 1.5589
C -0.7753 2.3841 4.1288
C 1.5153 0.0910 -2.3565
H 5.5291 -0.8134 2.4225
C -1.1067 1.7366 -5.0466
C -2.8537 3.8672 -0.8608
H 0.9727 4.5087 1.3329
H -1.4860 3.1794 3.8942
H 6.6215 -0.6905 0.1960
H 2.7803 -6.0191 -0.2178
C 2.1131 -2.7579 -0.3361
H -2.8437 1.5381 1.5762
C -2.3714 -1.0762 0.4330
H 3.5759 0.1800 -2.7235
H 3.0289 -4.7843 1.0366
```

Computed properties:
HOMO (spin up / spin down)   -3.73 / -3.73 eV
Strongest force on any atom   0.0208 hartree/bohr
Orbital gap (spin up / spin down)   6.41 / 6.41 eV
Spin multiplicity   1
Energy relative to the best compared isomer or geometry (same formula, charge and spin)   135.2 kJ/mol
Electronic energy   -73292.640 eV
Total charge   -1
LUMO (spin up / spin down)   2.6815 / 2.6816 eV

***

(4)
A 5-piece molecular cluster, C14H28Cl4O6S3 overall in a non-equilibrium geometry, computed with ωB97M-V/def2-TZVPD.

```
55
Properties=species:S:1:pos:R:3
H -6.3235 2.3899 -2.2068
H 1.8568 -1.0508 -0.4056
C -4.3299 3.1655 -2.4344
H 3.1339 -5.2068 0.2110
H 1.1111 0.7742 4.9205
S 2.2793 -2.9658 0.9160
C 1.8232 2.2457 3.5064
O 3.3299 2.7064 1.2583
O 3.5123 -2.9107 1.6931
H -1.2114 -2.4846 -4.2153
H 0.4784 -2.9770 -1.4861
O -2.3039 2.8160 -0.8531
H 1.8007 2.2142 -0.0420
C -4.1580 0.8786 -0.9707
H 3.5661 0.4509 4.9552
H 1.6801 -2.6223 -2.6857
Cl 1.4350 0.9862 -2.0003
C 2.1856 -4.3187 -1.5283
H 2.0054 2.9089 4.3373
C -5.3078 1.8292 -0.4957
O -2.3702 1.4455 -3.0003
C 1.5625 -2.9147 -1.6381
H 3.2007 -4.3156 -1.8514
C 2.9821 0.1623 4.1090
H 1.6012 -5.0173 -2.1515
H -6.1570 1.1970 -0.2071
H 3.3449 -1.8916 -0.8792
H 0.2951 2.6584 -0.6187
C -1.9350 -1.8614 -3.7207
C 2.3131 -2.0224 -0.5985
O 1.0028 -2.7572 1.5798
C 0.9427 1.8499 -0.5056
H -3.9658 4.1840 -2.2359
H 2.8822 -0.9070 4.2346
H -4.9652 2.3431 0.4384
H -6.0088 3.7903 -1.2092
H -4.3937 3.1419 -3.5194
H 4.9399 0.5915 2.8838
H 1.0893 2.6665 2.8654
Cl -2.2341 -2.3739 -2.0617
S 3.3746 2.3539 2.6583
C 1.6280 0.8194 3.9567
C 2.2186 -4.6216 -0.0086
H -3.5758 0.4400 -0.1502
H -4.6290 0.2504 -1.7348
S -3.0396 2.0449 -1.8443
C 3.8368 0.5952 2.8639
O 4.2311 3.1124 3.5545
H 0.9966 0.3103 3.1604
H 1.3267 -5.1072 0.3530
H 3.5337 0.0027 1.9153
Cl 0.1404 0.7144 0.6395
H -1.5973 -0.8294 -3.6699
Cl -3.5522 -1.7670 -4.4972
C -5.5823 2.8831 -1.5840
```

Computed properties:
HOMO   -10.18 eV
Strongest force on any atom   0.0461 hartree/bohr
Orbital gap   10.56 eV
Spin multiplicity   1
Electronic energy   -109850.764 eV
Total charge   0
LUMO   0.3833 eV
SMILES   O=S1(=O)CCCC1.O=S1(=O)CCCC1.O=S1(=O)CCCC1.ClCCl.ClCCl

***

(5)
C3ClN4O21Zr as an isolated structure in a non-equilibrium geometry, computed with ωB97M-V/def2-TZVPD.

```
30
Properties=species:S:1:pos:R:3
Cl 2.8566 -16.6031 15.0570
N 9.5929 -19.0646 14.4486
O 1.2111 -19.8418 8.8428
O 7.8853 -11.4469 11.8592
O 1.1342 -21.3587 7.4359
O 5.2031 -22.3215 12.8173
C 8.1160 -12.3291 10.9774
O -0.0880 -14.2646 9.2368
O 7.2865 -19.4195 7.9511
C 0.4821 -20.5510 8.0767
O 2.9239 -13.3730 4.6161
O -1.5097 -14.2868 7.5566
N -1.2446 -14.4106 8.7990
O 8.7214 -11.9670 9.9186
O 7.0735 -13.0477 10.8885
O 8.5756 -20.7775 7.9716
C 7.7678 -20.1693 7.1094
N 5.7070 -23.3983 13.2224
O 9.5874 -19.6086 15.6060
O -2.0970 -15.1211 9.2672
O 6.8439 -23.6406 12.8984
N 3.2081 -14.5350 4.4584
O 3.3994 -15.4173 5.4103
O 3.3091 -14.6498 3.2898
O 8.7950 -18.3524 13.8141
Zr 4.5199 -17.2140 10.7799
O 5.0355 -24.0462 14.0080
O 6.9536 -20.9761 6.4960
O 10.4786 -19.6198 13.7589
O -0.5946 -20.0749 7.6987
```

Computed properties:
HOMO   8.00 eV
Strongest force on any atom   0.2033 hartree/bohr
Orbital gap   1.96 eV
Spin multiplicity   1
Electronic energy   -65812.820 eV
Total charge   -7
LUMO   9.9575 eV

***

(6)
C47H114MgN7O17 as an isolated structure in a non-equilibrium geometry, computed with ωB97M-V/def2-TZVPD.

```
186
Properties=species:S:1:pos:R:3
C -6.0533 3.1972 -1.6961
C -1.0929 -1.8247 6.4543
H 0.6754 -5.0164 -3.3065
C -3.9110 -4.0993 1.4864
H -5.0374 -6.2369 -0.1755
H 4.8848 -0.5287 -3.2198
H -2.8396 0.0899 6.0321
H -0.4889 -1.5701 -4.6054
H 5.9906 -2.8446 3.2040
H -3.5178 0.3880 3.5933
H 4.3902 5.6731 2.1120
H 5.1356 8.9566 0.1154
H -3.6273 5.5817 -2.7317
H 1.8078 3.5847 0.9998
H 3.0424 7.5500 0.7843
H -0.3549 -2.6266 6.4756
H 0.4815 -3.3906 1.5723
H -4.4009 -1.5726 -3.5866
C -1.7395 -6.9790 -0.1545
H -4.6633 -1.3965 -5.2911
H -3.7030 -1.4517 6.0465
H -1.6358 -3.0843 -4.5122
H 0.6057 -3.3015 -2.6583
H 3.1308 9.1530 1.4890
C -1.3961 -2.0551 -4.2450
H -0.6247 -0.9853 6.9684
C 2.8132 -1.4622 -2.9173
H -4.8942 -3.3085 -0.0068
H -2.8387 -6.9348 2.3794
H 2.7637 -5.1521 -5.0116
H 3.9695 -4.1751 -1.4963
H -3.6821 1.0095 0.1436
C -1.8752 -2.8466 4.4766
O 0.0913 -3.4648 0.6983
H -1.0763 -6.9777 0.7105
C 4.9478 -0.1188 3.8809
H 3.7050 0.6191 -2.6538
H -3.2481 2.8328 -1.6214
H -4.9564 -2.0007 4.0312
H -2.3411 -3.5256 5.1908
H 4.1817 -5.2256 -3.9944
C 2.7351 -6.7219 -3.5421
H 0.9253 -3.6436 -4.3955
H -3.9737 4.0686 -3.5198
H 3.6660 0.0134 -4.2750
C 2.6362 3.8506 1.6565
O -0.3522 -1.7826 -0.7540
C 5.9447 8.0594 3.4151
H -6.9680 3.4460 -1.1581
C -2.2552 -2.2070 -7.1381
H -1.8528 0.7303 -4.2023
H -2.2494 4.0422 0.2358
H -5.8259 6.7043 -1.8144
H 5.8130 9.9727 2.3387
C 6.0329 8.9250 2.1338
O -1.2558 3.6803 1.5841
H 5.4711 2.4040 0.5558
O -0.4425 1.0048 -1.9753
H 2.0149 8.9873 3.8550
H -3.9964 -2.9162 -4.4563
H -7.2951 5.0797 -3.4176
C -0.2955 -2.2218 0.4219
H -3.3939 -8.2278 1.2564
H -5.3571 2.8890 -0.9160
H 6.2770 7.0532 3.1597
H 1.6871 -6.9197 -3.7672
H -4.1198 -7.6348 -0.9183
H -2.5296 -2.6307 3.6320
Mg -0.7050 0.2074 -0.1682
H 1.4621 5.0564 2.9987
H -4.4803 -6.8490 1.8966
H 3.6296 3.8458 1.2080
C -3.0651 -0.8019 5.4474
C -6.2332 4.9222 -3.6063
H -2.0449 -1.7336 -8.0972
H 1.8045 5.9103 1.5336
O -4.4855 0.5014 0.2781
C 5.0876 0.6017 0.7527
O -2.6350 -0.0568 -0.4207
H -4.0498 -4.5432 2.4723
H -3.6059 -2.9819 -8.2376
H 4.3182 -2.8734 -3.1773
C 5.3990 -0.7137 1.4482
C 1.0510 -3.9952 -3.3714
H -1.2576 -6.3161 -0.8731
C 2.2531 5.2472 2.2734
N -1.6840 -1.4799 5.0741
H -4.9245 -0.0396 4.6718
H -0.9083 -3.1636 4.0860
O -0.2878 -1.3327 1.2790
N 2.5396 -4.1371 -3.1303
C 3.0316 -1.0115 2.4664
H -0.6893 3.1718 3.4954
H -2.9509 -0.1719 -3.0321
O -3.4899 -2.8253 -7.2976
C 0.7271 1.3257 -1.8550
C 5.0877 8.3691 1.0323
H 3.5949 5.6907 3.8161
H 4.4355 -3.1849 2.2974
H -1.5504 -0.1574 -6.3717
H -2.0346 3.8673 -2.2436
C 3.8209 -0.2923 -3.2403
H 4.5937 0.8402 3.5026
C -2.7746 -4.8428 0.7596
H -1.9337 -2.1100 7.0866
H 0.1005 -0.9716 3.9357
H 5.5063 7.4394 0.6471
H 1.8701 -1.2423 -3.4176
H -5.8848 5.9184 -3.8787
C -3.5023 -7.1840 1.5513
C 3.0944 -5.3016 -3.9838
H -2.5201 -4.2578 -0.1242
C -3.9824 -1.8311 -4.5592
N 3.4477 7.5991 2.9382
H 1.7120 7.3002 4.2040
C 4.5004 8.1752 3.8763
O 1.1359 0.8696 -0.8057
O -4.9681 -4.0820 0.5571
C -2.3689 -0.8750 -6.3153
C -2.9783 3.8860 -1.6984
H 2.1975 -3.7626 -1.0302
C 3.5854 5.9995 2.7708
H 1.4183 7.9461 2.5122
H 5.2980 -1.5651 0.7752
C -4.0310 4.5837 -2.5609
H 6.0291 -0.1187 4.0185
H 4.1918 -7.0025 -1.8978
H 2.8291 0.0386 2.2554
H 5.4619 0.5770 -0.2707
H 4.3084 9.2100 4.1597
H 6.4401 -0.6508 1.7648
H -5.3113 5.7237 -0.3297
C -4.1217 -6.5758 -0.6600
C -5.8633 5.7614 -1.2689
O -0.9492 1.5411 1.1433
N -5.5462 4.5852 -2.2380
H 2.5197 3.0588 2.3966
H 2.5939 -7.8397 -1.7760
H -3.0773 -0.2015 -6.7977
C -3.9880 -0.3686 4.2215
H -6.9099 5.6418 -0.9888
C -2.7396 0.1120 -4.0630
C 3.2888 -2.7900 -3.5257
O -4.3037 -1.4829 -0.5937
C -1.0004 2.4804 1.9899
H -1.8678 -4.8257 1.3642
H -1.4386 -2.0482 -3.1559
C 3.6078 8.1730 1.4773
H -0.7332 0.4580 4.8616
C 2.9016 -4.3651 -1.6040
H -1.4546 -2.9409 -7.0464
O -2.8775 4.3884 -0.4023
H 3.3018 -2.7437 -4.6146
O -4.4123 -1.4781 3.4376
O -0.7859 2.2532 3.2337
H 3.2927 -7.4823 -4.0889
H 4.4091 -2.8740 3.9311
H 2.6186 -1.6964 -1.8707
H 6.5881 8.5440 4.1495
C 4.9497 -2.5688 3.0351
H 4.0222 0.6924 0.5407
H 4.4473 7.5068 4.7357
C 2.0228 7.9887 3.4182
H -3.5772 0.7594 -4.3225
H 1.3908 -5.8709 -1.1831
O 5.5157 1.8096 1.3083
O 1.3729 2.2581 -2.6148
H 2.6820 -5.7740 -0.0397
H -3.5549 -3.0841 1.6617
H -3.7859 -5.8704 -1.4200
H 2.1525 2.2809 -2.0551
C 3.1141 -6.9182 -2.0375
H 2.6466 -1.5348 1.5911
H 2.5159 -1.2661 3.3924
C -3.8119 -0.4706 -0.2090
N 4.6228 -1.0614 2.6909
H 4.4089 -0.4072 4.7834
C 2.4719 -5.7531 -1.1091
H -1.9489 -7.9692 -0.5592
H 7.0382 8.8026 1.7309
H -6.0232 4.2043 -4.3992
H -1.4810 -0.3373 3.4763
N -3.0347 -6.3581 0.3449
C -0.7971 -0.4815 4.3127
N -2.6360 -1.2307 -4.8372
H -6.0603 2.5206 -2.5507
```

Computed properties:
HOMO   -17.67 eV
Strongest force on any atom   0.1478 hartree/bohr
Orbital gap   8.40 eV
Spin multiplicity   1
Electronic energy   -101224.981 eV
Total charge   +5
LUMO   -9.2756 eV